(i)
Below is an isolated molecule of C17H27NO2, with properties calculated with wB97M-V/def2-TZVPD.

```
! wB97M-V def2-TZVPD RIJCOSX def2/J DEFGRID3
* xyz 0 1
C -1.5482 -3.2045 0.5679
H 0.0558 0.4728 -0.9187
H 1.2638 -2.3937 -2.0055
H 0.8971 0.6229 0.6312
C -0.2113 -2.9450 0.2834
H -2.4530 0.0068 1.9311
H 2.1701 -1.7242 0.2837
C -0.9800 -5.4633 1.1456
H 0.7719 5.5830 -0.8015
H -1.2796 -6.4446 1.4814
C 0.3490 -5.2139 0.8670
C 2.5756 -2.5687 -0.2877
H -0.3852 3.9433 1.4941
C -1.6765 -0.1342 1.1765
C -1.1669 1.2255 0.6984
C 0.4573 4.3489 0.9316
H 0.0894 -1.9664 -0.0484
H 1.1022 -5.9763 0.9800
H 2.7441 -1.4282 -2.1035
H 2.8023 -3.1828 -2.3389
C 0.2111 3.0169 -1.6211
C -1.9307 -4.4725 1.0002
H -0.7561 5.8969 0.0302
H -0.8623 -0.6865 1.6512
H -1.9131 1.6769 0.0426
H -1.0946 4.6539 -2.1304
H -1.6410 3.7196 -0.7351
H -3.2339 -0.5604 -0.2622
H 1.7228 2.6307 1.3275
C -0.0657 5.1104 -0.2824
H 1.0114 5.0187 1.5920
O -2.5597 -2.2982 0.4386
H -0.2900 2.2864 -2.2598
H 1.0297 3.4663 -2.1996
O 2.0748 -3.7944 0.2039
C 2.3277 -2.3791 -1.7820
C 0.1816 1.1134 -0.0393
H -1.6115 -0.9765 -0.8374
H 3.6516 -2.6210 -0.0978
N 0.8135 2.3193 -0.5071
H 2.2708 3.6745 0.0059
C -2.2683 -0.9763 0.0407
C 0.7400 -3.9489 0.4325
H -1.0387 1.8713 1.5680
C 1.3864 3.2177 0.4704
C -0.7618 4.1369 -1.2284
H -2.9719 -4.6536 1.2110
*
```

Computed properties:
**Orbital gap**: 8.859 eV
**SMILES**: CCOc1cccc(OCCCCN2CCCCC2)c1

(ii)
Below is an isolated molecule of C17H27NO2, with properties calculated with wB97M-V/def2-TZVPD.

```
! wB97M-V def2-TZVPD RIJCOSX def2/J DEFGRID3
* xyz 0 1
N 4.2180 1.9044 5.1542
H 4.4674 0.5195 2.1254
H -3.0644 1.8629 -2.8757
H -1.6620 2.3166 -1.0799
H -0.2048 -0.9610 4.7805
H 5.6157 0.6284 3.2715
C -3.3967 0.9780 -2.4680
H -2.9601 1.3666 -0.0273
O 2.4002 -0.6818 5.4657
H -1.3720 0.7165 -2.3517
C 0.4360 1.1973 2.3486
H 0.3120 2.6076 0.7511
H -1.7061 -0.4577 -4.2893
H -4.1928 1.0934 -1.7392
H -1.2017 2.4640 1.5417
H -4.0455 1.7116 -4.9370
C -4.8790 -1.1192 -3.0880
C 2.5121 0.9000 3.6399
H 0.1183 0.3791 -0.2812
H -4.6662 0.1984 -5.5885
H -5.5340 0.9252 -4.4857
H 5.1351 2.1472 2.3670
H -2.8227 -1.5181 -4.9430
C 1.8191 -0.1080 4.4561
H -1.2485 -0.1370 0.7704
C 1.7088 1.5217 2.5784
C -1.9482 1.3977 -0.5481
H -2.3781 -1.6767 -3.1983
C -2.1308 0.5419 -1.6991
H -4.5209 -1.7054 -2.2244
C 0.4554 -0.3771 4.1876
H 3.2598 2.3907 6.8747
H -5.8056 -0.5901 -2.6866
H -2.2475 -0.4966 -1.4231
C -0.2590 0.2595 3.1948
C -3.8961 -0.0556 -3.5328
C -0.8100 0.7429 0.2393
H -5.2292 -1.7681 -3.8799
C -4.5000 0.7632 -4.7091
C -2.6870 -0.9673 -4.0284
C 4.7958 1.1776 2.8782
H -1.3068 0.0359 2.9618
C 3.8492 1.3392 4.0151
C -0.3128 1.8510 1.1819
O 3.3466 1.6734 6.2197
H 3.2482 -0.2292 5.6952
H 2.1983 2.2559 1.9944
*
```

Computed properties:
**Orbital gap**: 8.723 eV
**SMILES**: C/C(=N/O)c1cc(CCCCCC(C)(C)C)ccc1O

Most stable structure, least stable structure: (i), (ii).

(i)
Below is a cluster of 2 separate species, C2H8S2 in total, with properties calculated with wB97M-V/def2-TZVPD.

```
! wB97M-V def2-TZVPD RIJCOSX def2/J DEFGRID3
* xyz 1 2
H -1.1362 -0.9998 0.8638
C 0.9944 -0.6661 0.8826
S 0.0016 3.3645 -0.0820
H -0.5607 -0.3499 -0.7043
H 1.1433 0.4083 0.8627
C -0.3096 -0.9960 0.1457
H 1.8868 -1.0733 0.4099
H -1.5862 -2.8879 -0.5182
H -0.8230 2.4475 0.4453
H -0.7181 3.4549 -1.2073
H 0.8537 -1.0400 1.8622
S -0.2537 -2.7102 -0.4050
*
```

Computed properties:
**⟨S²⟩**: 0.753
**Orbital gap (spin up / spin down)**: 8.462 / 3.400 eV

(ii)
Below is a cluster of 2 separate species, C2H8S2 in total, with properties calculated with wB97M-V/def2-TZVPD.

```
! wB97M-V def2-TZVPD RIJCOSX def2/J DEFGRID3
* xyz 1 2
S -1.3189 -0.4857 1.2621
H -2.4633 1.4319 0.2179
C 0.4523 -0.7302 1.3112
H 2.2822 -0.6680 -1.7724
H -1.2005 0.7700 -0.7771
H 0.6997 -1.4475 2.0820
H -0.7722 1.6833 0.7275
H 0.5662 -0.7622 -2.4170
S 1.6696 -0.1348 -2.7981
H 0.7417 -0.8982 0.2763
H 0.8161 0.2517 1.6305
C -1.4731 0.9896 0.2571
*
```

Computed properties:
**⟨S²⟩**: 0.753
**Orbital gap (spin up / spin down)**: 9.751 / 4.535 eV

Most stable structure, least stable structure: (ii), (i).

(i)
Below is a cluster of 3 separate species, C4H13NO2 in total, with properties calculated with wB97M-V/def2-TZVPD.

```
! wB97M-V def2-TZVPD RIJCOSX def2/J DEFGRID3
* xyz -1 2
C -0.5584 1.5558 -0.5966
H -0.5910 -2.1015 -0.7941
H 4.5645 -0.1698 0.0041
H -1.7848 2.4164 -2.0919
C -0.4258 0.3325 -1.1426
O -1.6273 -1.4395 3.8458
H -1.4312 -2.2391 4.2866
C -1.7578 2.2695 -1.0946
H -1.8121 3.1802 -0.4723
O 3.8747 0.4437 0.1176
H -2.7262 1.7293 -1.0138
H 0.1614 2.0534 0.0759
H -2.4922 -1.5473 3.6628
H 3.4934 0.7604 -0.6741
C 0.4183 -1.9013 -0.5092
N 0.7159 -0.5068 -0.9166
H 1.2302 -2.5197 -1.0511
H -1.1623 -0.0545 -1.8992
H 1.2960 -0.0529 -0.2454
H 0.6147 -2.2087 0.5087
*
```

Computed properties:
**⟨S²⟩**: 0.750
**Orbital gap (spin up / spin down)**: 2.086 / 8.445 eV

(ii)
Below is a cluster of 2 separate species, C4H13NO2 in total, with properties calculated with wB97M-V/def2-TZVPD.

```
! wB97M-V def2-TZVPD RIJCOSX def2/J DEFGRID3
* xyz -1 2
C 1.8125 0.8546 -0.7448
O 0.4784 0.1473 6.3855
H -1.8275 -1.4853 0.1562
C 0.3370 0.6160 -1.0826
H 2.3587 1.1401 -1.6385
C -1.3529 -1.1289 -1.8392
H -1.6965 -0.3375 -2.5060
H -0.2572 0.8193 -0.1915
H 0.0458 0.5889 7.1212
N -2.2790 -1.1828 -0.7012
O -0.0416 1.4119 -2.1994
H 1.4082 0.3862 6.4343
C 0.0899 -0.8496 -1.4497
H 0.3166 -1.4231 -0.5483
H 0.8614 -1.1576 -2.1610
H -2.6347 -0.2548 -0.4996
H -1.4097 -2.0723 -2.3856
H -0.4065 2.2653 -1.8980
H 2.2874 -0.0002 -0.2360
H 1.9096 1.6625 -0.0160
*
```

Computed properties:
**⟨S²⟩**: 0.750
**Orbital gap (spin up / spin down)**: 1.946 / 8.950 eV

Most stable structure, least stable structure: (ii), (i).

(i)
Below is an isolated molecule of C5H8O3, with properties calculated with wB97M-V/def2-TZVPD.

```
! wB97M-V def2-TZVPD RIJCOSX def2/J DEFGRID3
* xyz 0 1
C 0.7590 1.5563 0.0205
H -0.6666 -2.4235 -0.1841
O -0.3507 -2.2212 0.7125
H 2.5696 -0.2480 -0.9101
C -0.5194 -0.8790 0.9185
O -2.0581 0.8671 0.4263
H -0.5400 -0.5615 1.9564
C -1.4436 -0.2485 -0.0181
C 0.6585 0.0728 -0.1468
O -1.4525 -0.5786 -1.2322
H 0.4381 2.0628 -0.8896
H 1.7938 1.8348 0.2168
H 1.5422 -1.7556 -0.7332
H -2.5056 1.2891 -0.3225
C 1.6110 -0.6829 -0.6718
H 0.1642 1.9158 0.8574
*
```

Computed properties:
**Orbital gap**: 9.644 eV
**SMILES**: C=C(C)[C@H](O)C(=O)O

(ii)
Below is an isolated molecule of C5H8O3, with properties calculated with wB97M-V/def2-TZVPD.

```
! wB97M-V def2-TZVPD RIJCOSX def2/J DEFGRID3
* xyz 0 1
C -0.8969 -1.8116 -0.5149
O 1.1260 1.2418 -0.9888
C -0.3793 -0.6782 -0.9529
C 0.2831 0.4933 1.1539
H 2.4260 -0.6567 -0.9338
H 0.3205 1.8213 -0.9631
C -1.0260 1.1951 0.9251
H -1.7153 1.1362 1.7840
C 0.8267 0.1227 -0.2318
H -0.7376 -2.1650 0.4920
O -1.2473 1.9848 0.0208
H 0.1373 -0.4057 1.7495
H -0.5597 -0.3374 -1.9645
H -1.5081 -2.4348 -1.1495
H 0.9908 1.1548 1.6621
O 1.9599 -0.6607 -0.0883
*
```

Computed properties:
**Orbital gap**: 10.625 eV
**SMILES**: C=CC(O)(O)CC=O

Most stable structure, least stable structure: (ii), (i).

(i)
Below is a cluster of 2 separate species, C6H15NO2 in total, with properties calculated with wB97M-V/def2-TZVPD.

```
! wB97M-V def2-TZVPD RIJCOSX def2/J DEFGRID3
* xyz 0 1
H -1.6461 1.4256 1.2969
C -1.0452 1.3312 -0.7406
C 1.5612 0.4027 0.9176
C -2.1312 2.0647 -1.5519
H -0.3340 2.0283 -0.3128
O 2.3940 -1.7025 -1.9726
H 1.3755 1.4474 0.6367
H 0.3685 -0.0698 2.5983
H -1.8977 -1.4840 -0.5921
H -2.6948 0.3722 0.4002
H -2.3412 3.0651 -1.1840
H -1.2071 -2.5604 0.5902
H -3.0347 1.4874 -1.6963
H -0.1494 -1.6985 -0.5608
C 0.4002 -0.3905 1.5511
H -0.5472 0.6347 -1.4128
N -0.9658 -0.5427 1.0560
O 2.6497 -0.1092 1.0224
C -1.6468 0.6477 0.5242
H 1.4974 -1.7537 -1.6215
H -1.6998 2.1807 -2.5226
H 0.7732 -1.4042 1.6634
C -1.0411 -1.6286 0.0649
H 2.8404 -1.1064 -1.3618
*
```

Computed properties:
**Orbital gap**: 9.470 eV
**SMILES**: CCCN(C)CC=O.O

(ii)
Below is a cluster of 2 separate species, C6H15NO2 in total, with properties calculated with wB97M-V/def2-TZVPD.

```
! wB97M-V def2-TZVPD RIJCOSX def2/J DEFGRID3
* xyz 0 1
H -2.2791 -1.0044 -2.0143
H 2.6275 -1.6670 1.3398
H -0.9577 -1.8111 -0.4175
H -1.1996 1.3655 1.8418
C -0.4378 0.0199 -1.3236
C 1.8841 0.2151 1.5401
O -1.0066 1.6791 2.7256
C 1.6263 -1.2566 1.3317
O 2.2655 0.7037 2.5702
C -0.5347 1.4949 -0.8619
H -1.0635 -0.9257 -3.2365
H 0.4251 1.9965 -0.9018
N 1.0875 -1.4964 -0.0055
H 1.0963 -2.4923 -0.1575
H 0.4903 -0.0097 -1.8942
C -0.2703 -1.0047 -0.1636
H -1.1308 1.6031 0.0445
H -0.0816 1.8673 2.8787
C -1.4671 -0.3668 -2.3866
H -1.2171 2.0106 -1.5441
H 1.1039 -1.7199 2.1389
H -1.9476 0.4946 -2.8457
H -0.7212 -0.5230 0.7070
H 1.7082 0.8273 0.6345
*
```

Computed properties:
**Orbital gap**: 10.462 eV
**SMILES**: CC(C)CNCC=O.O

(iii)
Below is a cluster of 2 separate species, C6H15NO2 in total, with properties calculated with wB97M-V/def2-TZVPD.

```
! wB97M-V def2-TZVPD RIJCOSX def2/J DEFGRID3
* xyz 0 1
H -0.0148 -1.5948 0.5981
C 0.3087 -1.3390 -0.3971
C -0.4153 -0.1092 -2.5225
H -0.9279 0.8731 3.1941
H 0.3664 -2.3103 -0.9104
O -1.2801 0.5607 2.3637
H 2.3929 -0.8772 -0.6859
N 1.4990 -0.4477 -0.4739
H -2.8008 -1.5049 -0.5859
H 0.3844 0.6238 -2.4339
H -1.1418 0.3336 -0.6834
H -2.4469 -1.4211 -2.3780
H -1.2245 0.1951 -3.1949
O 1.1126 2.2820 1.7484
H 0.0786 1.5547 0.1752
H -2.1948 0.4655 2.1211
H -1.7470 -2.6189 -1.3575
H 2.8304 0.4759 0.8913
H 0.0763 -0.8790 -3.1275
C -0.8913 -0.6131 -1.1868
H 1.3716 -0.4049 1.7558
C 0.8490 1.4418 0.9134
C 1.7335 0.1735 0.9054
C -2.0729 -1.5553 -1.3710
*
```

Computed properties:
**Orbital gap**: 9.679 eV
**SMILES**: CC(C)CNCC=O.O

Most stable structure, least stable structure: (ii), (iii).